(1)
This record from OMol25 describes a cluster of 3 separate species, CH5N2O2 in total at a distorted geometry. The level of theory is ωB97M-V with the def2-TZVPD basis set.

Atoms and positions in Å:
C (-1.076, 0.086, 0.851)
N (-0.435, 1.356, -1.756)
N (1.236, -1.256, 0.552)
O (2.169, -0.484, 0.377)
O (-1.771, -0.075, 1.854)
H (-1.107, -0.468, -0.134)
H (-0.383, 0.864, 0.840)
H (-0.514, 0.620, -2.557)
H (0.542, 1.092, -1.562)
H (1.341, -1.735, 1.534)

HOMO level (alpha / beta): -1.52 / -1.69 eV
Kohn-Sham gap (alpha / beta): 4.2 / 4.5 eV
Maximum force: 2.42 eV Å⁻¹
Energy relative to the best compared isomer or geometry (same formula, charge and spin): 719.8 kJ/mol
Total charge: -1

Here are the Löwdin charges for atoms 1 to 5, given in e: -0.24 -0.28 -0.01 -0.10 -0.10



(2)
This record from OMol25 describes a structure of composition CH5N2O2Si at a distorted geometry. The level of theory is ωB97M-V with the def2-TZVPD basis set.

Atoms and positions in Å:
C (1.333, -0.322, 0.215)
N (0.280, -0.630, -0.685)
N (0.189, -1.162, 0.623)
O (-0.733, -0.314, 1.199)
O (0.624, -1.326, -1.669)
Si (-1.108, 0.734, -0.087)
H (2.220, -0.866, 0.196)
H (1.496, 0.616, 0.833)
H (-2.108, 0.101, -0.885)
H (-1.848, 1.448, 0.968)
H (-0.346, 1.721, -0.708)

HOMO level: -3.33 eV
Kohn-Sham gap: 7.5 eV
Maximum force: 3.83 eV Å⁻¹
Energy relative to the best compared isomer or geometry (same formula, charge and spin): 119.9 kJ/mol
Total charge: -1

Here are the Löwdin charges for atoms 1 to 5, given in e: -0.17 -0.48 -0.08 -0.35 -0.24



(3)
This record from OMol25 describes the molecule CH5N2P at a distorted geometry. The level of theory is ωB97M-V with the def2-TZVPD basis set.

Atoms and positions in Å:
C (0.191, -1.051, -1.079)
N (-0.801, -0.392, -0.300)
N (-1.785, 1.239, 1.235)
P (-0.255, 0.900, 0.721)
H (0.912, -1.831, -0.480)
H (0.924, -0.458, -1.660)
H (-0.382, -1.695, -1.775)
H (-2.615, 0.643, 0.977)
H (-2.056, 2.008, 1.816)

HOMO level (alpha / beta): -8.36 / -8.37 eV
Kohn-Sham gap (alpha / beta): 8.4 / 8.4 eV
Maximum force: 5.71 eV Å⁻¹
Energy relative to the best compared isomer or geometry (same formula, charge and spin): 68.3 kJ/mol
Structure (SMILES): C/N=P/N

Here are the Löwdin charges for atoms 1 to 5, given in e: -0.38 -0.37 -0.31 0.81 0.10



(4)
This record from OMol25 describes the molecule CH5N2P at a distorted geometry. The level of theory is ωB97M-V with the def2-TZVPD basis set.

Atoms and positions in Å:
C (1.195, 0.052, -0.014)
N (-1.521, -1.331, 0.265)
N (-1.398, 1.307, -0.214)
P (-0.722, -0.071, 0.018)
H (1.399, 0.117, 1.038)
H (1.854, -0.876, -0.240)
H (1.383, 1.065, -0.374)
H (-1.337, -2.296, 0.163)
H (-0.852, 2.032, -0.642)

HOMO level: -9.48 eV
Kohn-Sham gap: 10.0 eV
Maximum force: 2.35 eV Å⁻¹
Energy relative to the best compared isomer or geometry (same formula, charge and spin): 91.4 kJ/mol
Structure (SMILES): [H]/N=P(\C)=N\[H]

Here are the Löwdin charges for atoms 1 to 5, given in e: -0.21 -0.20 -0.22 0.60 0.00



(5)
This record from OMol25 describes a cluster of 2 separate species, CH5N2PS in total at a distorted geometry. The level of theory is ωB97M-V with the def2-TZVPD basis set.

Atoms and positions in Å:
C (1.256, 0.941, -0.382)
N (1.942, -0.265, 0.125)
N (1.386, -1.305, 0.331)
P (-2.381, -0.002, -0.109)
S (-0.024, -1.988, 0.256)
H (1.524, 1.628, 0.409)
H (0.296, 0.659, -0.554)
H (1.667, 1.381, -1.362)
H (-3.575, -0.775, 0.154)
H (-2.090, -0.274, 1.132)

HOMO level (alpha / beta): -8.54 / -8.51 eV
Kohn-Sham gap (alpha / beta): 7.4 / 7.3 eV
Maximum force: 3.39 eV Å⁻¹
Energy relative to the best compared isomer or geometry (same formula, charge and spin): 429.0 kJ/mol

Here are the Löwdin charges for atoms 1 to 5, given in e: -0.08 -0.11 -0.57 0.57 0.58



(6)
This record from OMol25 describes a cluster of 2 separate species, CH5N2PS in total at a distorted geometry. The level of theory is ωB97M-V with the def2-TZVPD basis set.

Atoms and positions in Å:
C (1.880, -0.573, -0.743)
N (1.550, -0.893, -1.895)
N (2.078, -0.028, 0.323)
P (1.411, 0.431, 1.892)
S (-1.302, 0.267, -1.238)
H (2.073, -1.489, -2.476)
H (-2.411, -0.207, -1.960)
H (-0.339, -0.548, -1.530)
H (1.059, 1.707, 1.499)
H (2.811, 0.658, 2.337)

HOMO level: -9.10 eV
Kohn-Sham gap: 9.7 eV
Maximum force: 2.85 eV Å⁻¹
Energy relative to the best compared isomer or geometry (same formula, charge and spin): 142.0 kJ/mol
Structure (SMILES): N=C=NP.S

Here are the Löwdin charges for atoms 1 to 5, given in e: -0.40 0.09 -0.24 0.76 0.45



(7)
This record from OMol25 describes a cluster of 2 separate species, CH5N2S in total at a distorted geometry. The level of theory is ωB97M-V with the def2-TZVPD basis set.

Atoms and positions in Å:
C (-1.265, 0.184, -0.093)
N (2.287, -0.445, 0.408)
N (-0.077, 0.639, 0.075)
S (3.546, 0.205, -0.210)
H (-2.060, 0.861, -0.170)
H (2.341, -1.321, 1.038)
H (-0.056, 1.658, 0.063)
H (1.271, -0.241, 0.303)
H (-1.478, -0.876, -0.061)

HOMO level (alpha / beta): -14.80 / -15.57 eV
Kohn-Sham gap (alpha / beta): 11.3 / 7.4 eV
<S²>: 2.005
Maximum force: 4.29 eV Å⁻¹
Energy relative to the best compared isomer or geometry (same formula, charge and spin): 49.2 kJ/mol
Multiplicity: 3
Total charge: +1

Here are the Löwdin charges for atoms 1 to 5, given in e: 0.01 -0.43 0.02 1.01 0.07



(8)
This record from OMol25 describes the molecule CH5N3 at a distorted geometry. The level of theory is ωB97M-V with the def2-TZVPD basis set.

Atoms and positions in Å:
C (0.000, 0.229, -0.077)
H (1.849, -0.373, -0.406)
H (0.677, -1.720, 0.358)
H (-1.616, -1.081, -0.591)
H (-1.981, 0.623, 0.613)
H (1.241, 1.676, 0.144)
N (0.919, -0.738, 0.052)
N (-1.358, -0.110, -0.040)
N (0.268, 1.494, -0.053)

HOMO level: -8.60 eV
Kohn-Sham gap: 9.3 eV
Maximum force: 4.83 eV Å⁻¹
Energy relative to the best compared isomer or geometry (same formula, charge and spin): 182.2 kJ/mol
Structure (SMILES): N=C(N)N

Here are the Löwdin charges for atoms 1 to 5, given in e: -0.75 0.15 0.12 0.15 0.18